1.
Computed, not measured: a structure of composition C2H4F3NO5RuS2 in a non-equilibrium geometry, with the ωB97M-V functional and the def2-TZVPD basis.

The largest force on an atom is 0.059 hartree/bohr. As for the HOMO energy (spin up / spin down): -14.6 / -15.3 eV. The expectation value of S² is 8.759. For the orbital gap (spin up / spin down), the calculation gives 10.4 / 7.9 eV. The value obtained for the LUMO energy (spin up / spin down) is -4.18 / -7.36 eV. As for the energy above the lowest of the compared OMol25 structures with the same formula, charge and spin: 0.0 kJ/mol.

Geometry as ORCA input:
```
! wB97M-V def2-TZVPD RIJCOSX def2/J DEFGRID3
* xyz 1 6
N 0.50 -0.21 -1.38
S 0.39 -1.73 -0.82
O 0.59 -1.41 0.83
O -1.06 -2.17 -0.67
S -0.74 0.80 -1.26
O -1.41 0.57 0.07
O -1.76 1.03 -2.27
C 0.22 2.41 -1.33
F 1.00 2.50 -0.27
F 0.94 2.44 -2.43
F -0.61 3.44 -1.33
Ru -1.51 -1.17 1.08
O -2.57 -1.70 2.45
H -2.71 -2.61 2.72
C 1.90 -0.65 1.08
H 1.86 0.44 1.09
H 2.25 -1.07 2.03
H 2.73 -0.90 0.40
*
```



2.
Computed, not measured: the ion C2N7O6 with charge -1 in a non-equilibrium geometry, with the ωB97M-V functional and the def2-TZVPD basis.

The largest force on an atom is 0.108 hartree/bohr. As for the HOMO energy: -5.5 eV. For the orbital gap, the calculation gives 8.2 eV. The value obtained for the LUMO energy is 2.62 eV. As for the energy above the lowest of the compared OMol25 structures with the same formula, charge and spin: 35.8 kJ/mol.

Geometry as ORCA input:
```
! wB97M-V def2-TZVPD RIJCOSX def2/J DEFGRID3
* xyz -1 1
C -0.10 -0.77 0.11
C 1.00 0.12 0.05
N -1.50 -2.34 0.42
N -0.21 -2.06 0.37
N -1.37 -0.26 0.04
N -2.21 -1.38 0.25
N 0.90 1.46 0.38
N -1.81 1.01 -0.44
N 2.26 -0.49 -0.26
O 1.81 2.24 0.17
O -2.83 1.38 0.01
O 2.28 -1.58 -0.86
O -0.14 1.85 0.92
O -1.14 1.42 -1.33
O 3.28 0.14 0.02
*
```



> Among the records above, which one has the lowest largest force on an atom?

C2H4F3NO5RuS2